(1)
Formula: C4H10OS
Source: the OMol25 dataset
Level of theory: ωB97M-V/def2-TZVPD

Positions of all 16 atoms, in Å:
C (-1.3570, 0.3626, -0.8469)
C (-0.3244, -0.4051, 0.0405)
C (-0.1927, 0.4206, 1.3173)
O (-0.1075, 1.7929, 0.9461)
C (1.0122, -0.5480, -0.7185)
S (2.3562, -1.4840, -0.0175)
H (-2.3260, 0.5619, -0.4131)
H (-0.9155, 1.3276, -1.0881)
H (-1.5865, -0.1440, -1.7660)
H (-0.7264, -1.4323, 0.2341)
H (-1.1082, 0.3104, 1.8247)
H (0.6325, 0.0207, 1.9712)
H (0.3290, 2.2801, 1.5911)
H (1.4353, 0.4759, -0.7533)
H (0.8544, -0.8814, -1.7277)
H (2.0245, -2.6579, -0.5940)

Forces on atoms 1 to 6 (eV/Å):
0.8908 -0.0816 -0.1759
-0.7170 -0.4523 -0.6145
0.9120 -0.7725 -0.2075
-0.3811 -1.2154 -1.5564
-0.3505 1.7773 0.2816
0.0862 -0.8317 0.2453

Gap between HOMO and LUMO = 9.8338 eV
Structure (SMILES) = C[C@H](CO)CS
Energy relative to the best compared isomer or geometry (same formula, charge and spin) = 11.0 kcal per mole
E_LUMO = 0.807 eV
HOMO = -9.0265 eV

---

(2)
Formula: C50H111Br2N14O4
Source: the OMol25 dataset
Level of theory: ωB97M-V/def2-TZVPD

Positions of all 181 atoms, in Å:
C (-3.8653, 8.6996, -0.4762)
C (-2.5200, 8.2510, 0.0996)
N (-1.4374, 8.7960, -0.6713)
C (-0.5436, 9.8345, -0.4380)
C (0.3858, 9.8418, -1.4407)
N (0.0495, 8.8899, -2.4074)
C (-1.0629, 8.1918, -1.8593)
C (0.6236, 8.6464, -3.7062)
H (-4.1847, 8.4540, -1.4890)
H (-3.8832, 9.7678, -0.2600)
H (-4.6136, 8.2464, 0.1740)
H (-2.5240, 7.1635, 0.1731)
H (-2.4543, 8.5802, 1.1366)
H (-0.7060, 10.3841, 0.4774)
H (1.2147, 10.4640, -1.7444)
H (-1.5976, 7.3652, -2.3034)
H (1.6112, 8.1883, -3.6521)
H (0.4053, 9.4028, -4.4600)
H (-0.0214, 7.8614, -4.1011)
C (-11.3323, -4.3097, -0.3432)
C (-12.0414, -2.9221, -0.4541)
N (-11.1200, -1.8091, -0.2162)
C (-11.3444, -0.7692, 0.7786)
C (-10.2511, 0.1540, 0.5582)
N (-9.3349, -0.3756, -0.3868)
C (-9.9222, -1.5358, -0.8711)
C (-8.1700, 0.2206, -0.9373)
H (-10.2914, -4.2676, -0.6640)
H (-11.8748, -5.0581, -0.9208)
H (-11.4218, -4.6247, 0.6965)
H (-12.9521, -2.8691, 0.1424)
H (-12.2223, -2.7986, -1.5219)
H (-12.1800, -0.8323, 1.4600)
H (-10.1518, 1.1647, 0.9259)
H (-9.4934, -2.1752, -1.6284)
H (-7.4197, -0.3276, -0.3676)
H (-8.0864, 1.2704, -0.6563)
H (-8.1619, -0.0459, -1.9942)
C (3.2567, 4.6958, 1.8440)
C (1.7915, 4.6215, 1.5037)
N (1.4450, 3.8835, 0.3513)
C (2.0607, 3.9780, -0.8687)
C (1.5677, 2.9104, -1.6503)
N (0.5752, 2.3420, -0.9530)
C (0.4968, 2.8745, 0.3188)
C (-0.3776, 1.4038, -1.5659)
H (3.5896, 3.6998, 2.1358)
H (3.4134, 5.2567, 2.7654)
H (3.8700, 5.0785, 1.0281)
H (1.3034, 5.5866, 1.3679)
H (1.2766, 4.0137, 2.2478)
H (2.8899, 4.6664, -0.9399)
H (1.9162, 2.5785, -2.6172)
H (-0.1275, 2.4530, 1.0927)
H (-0.8893, 0.9939, -0.6951)
H (0.0440, 0.6018, -2.1717)
H (-1.1315, 1.8098, -2.2405)
C (13.2684, -4.4347, 6.2954)
C (12.4888, -4.0760, 5.0687)
N (11.6792, -2.7181, 5.1092)
C (12.0534, -1.4429, 5.3422)
C (10.9574, -0.5918, 5.5312)
N (9.8295, -1.4631, 5.4173)
C (10.3097, -2.6963, 5.0859)
C (8.4326, -0.9949, 5.5691)
H (14.1763, -4.8998, 5.9114)
H (12.6883, -5.0918, 6.9433)
H (13.5662, -3.5265, 6.8194)
H (11.8194, -4.8673, 4.7312)
H (13.0361, -3.7577, 4.1815)
H (13.0749, -1.0936, 5.3725)
H (10.9503, 0.4597, 5.7776)
H (9.6479, -3.5493, 5.0590)
H (8.0601, -1.1062, 6.5874)
H (7.7610, -1.3542, 4.7894)
H (8.3992, 0.0929, 5.5098)
C (-9.7925, -0.4507, -7.6262)
C (-8.7309, 0.6888, -7.9490)
N (-7.6631, 0.2595, -8.9762)
C (-7.9225, -0.4865, -10.1566)
C (-6.7259, -1.0771, -10.5784)
N (-5.7529, -0.8344, -9.5682)
C (-6.3453, -0.1087, -8.5904)
C (-4.4816, -1.5684, -9.4067)
H (-10.2402, -0.7739, -8.5660)
H (-10.6789, -0.0614, -7.1254)
H (-9.5721, -1.3935, -7.1255)
H (-8.2690, 0.9397, -6.9942)
H (-9.2814, 1.5369, -8.3563)
H (-8.9005, -0.5110, -10.6141)
H (-6.6036, -1.8524, -11.3203)
H (-5.8752, 0.1892, -7.6649)
H (-3.7116, -0.7998, -9.3404)
H (-4.2935, -2.1531, -10.3071)
H (-4.5055, -2.3000, -8.5990)
C (0.5742, -6.9646, -4.9452)
N (1.7788, -6.4621, -5.7307)
C (3.0644, -7.1696, -5.0987)
C (1.5173, -6.8895, -7.2197)
C (1.9256, -4.8735, -5.7469)
C (2.6446, -4.2220, -4.5394)
O (2.0406, -4.7075, -3.4256)
H (0.6596, -6.6407, -3.9079)
H (0.4881, -8.0273, -5.1716)
H (-0.2446, -6.3883, -5.3760)
H (3.9088, -6.8388, -5.7033)
H (2.9917, -8.2498, -4.9724)
H (3.1694, -6.7219, -4.1105)
H (1.5026, -7.9794, -7.2093)
H (2.3578, -6.5572, -7.8290)
H (0.5451, -6.5301, -7.5569)
H (0.9438, -4.4127, -5.8552)
H (2.3363, -4.6216, -6.7247)
H (2.4541, -3.1499, -4.4910)
H (3.6891, -4.5253, -4.4685)
H (2.4109, -4.4608, -2.5750)
C (-3.1815, -3.8510, 3.4726)
N (-3.6204, -4.9157, 2.5439)
C (-4.9902, -4.4687, 1.9916)
C (-2.6691, -5.1153, 1.3693)
C (-3.7433, -6.2086, 3.4150)
C (-4.1683, -7.5260, 2.8310)
O (-5.1889, -7.2883, 1.8883)
H (-3.9541, -3.8223, 4.2410)
H (-2.9920, -2.8789, 3.0174)
H (-2.2758, -4.1598, 3.9946)
H (-5.3791, -5.0101, 1.1292)
H (-4.9122, -3.4199, 1.7050)
H (-5.6301, -4.5941, 2.8651)
H (-2.5639, -4.0797, 1.0458)
H (-3.0482, -5.8089, 0.6188)
H (-1.6745, -5.4432, 1.6716)
H (-4.3824, -5.8793, 4.2343)
H (-2.7704, -6.4495, 3.8433)
H (-4.4872, -8.2025, 3.6239)
H (-3.4759, -8.1768, 2.2971)
H (-5.9120, -7.8941, 2.0663)
C (0.3000, 1.8512, 10.6802)
N (-0.1871, 2.4974, 9.3656)
C (0.7163, 3.6699, 8.8859)
C (-0.1435, 1.4069, 8.2455)
C (-1.5777, 3.0244, 9.7204)
C (-1.8531, 3.5465, 11.1805)
O (-1.1484, 4.6888, 11.6663)
H (1.2000, 1.4025, 10.2600)
H (-0.3544, 1.0818, 11.0900)
H (0.6537, 2.5247, 11.4609)
H (0.1980, 3.9809, 7.9788)
H (1.7373, 3.4007, 8.6154)
H (0.7203, 4.4397, 9.6576)
H (-0.7156, 1.8382, 7.4241)
H (-0.5127, 0.5377, 8.7900)
H (0.7817, 1.0855, 7.7673)
H (-2.2252, 2.1741, 9.5063)
H (-1.8348, 3.8581, 9.0670)
H (-1.9139, 2.8295, 11.9993)
H (-2.9075, 3.8224, 11.1701)
H (-1.6427, 5.1245, 12.3644)
C (10.0038, 2.9774, -2.6483)
N (8.6725, 2.1510, -2.5299)
C (7.5087, 3.1521, -2.7251)
C (8.7070, 1.3507, -3.9112)
C (8.6405, 1.2549, -1.2362)
C (7.3827, 0.4340, -1.0421)
O (6.3896, 1.3544, -0.5782)
H (10.7297, 2.1737, -2.7715)
H (10.2380, 3.4952, -1.7182)
H (10.0762, 3.6475, -3.5049)
H (7.5299, 3.4757, -1.6845)
H (6.6485, 2.4889, -2.8165)
H (7.6170, 3.9279, -3.4831)
H (8.7880, 1.9751, -4.8009)
H (7.7214, 0.8974, -4.0170)
H (9.5386, 0.6470, -3.8738)
H (8.8791, 1.8845, -0.3789)
H (9.4797, 0.5679, -1.3452)
H (7.7399, -0.3124, -0.3325)
H (7.1456, -0.1190, -1.9510)
H (5.6364, 0.8080, -0.3418)
Br (-4.4961, 2.5617, 3.9007)
Br (3.4669, 1.3080, -8.1547)

Forces on atoms 1 to 6 (eV/Å):
-0.2963 0.3915 1.5023
-1.7058 -0.2594 0.3272
2.9294 -1.4912 -3.6919
-0.3744 -0.8175 0.3819
-0.3035 0.0047 -1.5598
-3.4235 -1.0430 3.9087

Gap between HOMO and LUMO = 3.0545 eV
Energy relative to the best compared isomer or geometry (same formula, charge and spin) = 55.9 kcal per mole
E_LUMO = -10.951 eV
HOMO = -14.0052 eV
Charge = +7

---

(3)
Formula: C19H31N3O3RuS3
Source: the OMol25 dataset
Level of theory: ωB97M-V/def2-TZVPD

Positions of all 60 atoms, in Å:
Ru (0.4640, 0.3393, 0.4625)
N (7.5727, -0.3510, 0.8910)
C (6.7196, 0.0735, -0.0424)
O (6.9964, 0.5483, -1.1196)
C (5.2233, 0.0198, 0.2709)
C (4.3799, -0.1194, -0.8353)
C (3.0257, -0.0079, -0.6626)
N (2.4694, 0.2242, 0.5534)
C (3.2758, 0.3492, 1.6268)
C (4.6500, 0.2534, 1.5164)
H (8.5618, -0.3046, 0.6831)
H (7.2912, -0.8415, 1.7224)
H (4.8136, -0.2625, -1.8166)
H (2.3455, -0.0755, -1.5069)
H (2.7974, 0.5444, 2.5764)
H (5.2562, 0.3981, 2.4010)
S (0.4109, -0.7869, 2.4073)
C (-1.0735, -0.6044, 3.3683)
N (-1.0732, -1.3531, 4.4975)
C (-2.0494, -1.3127, 5.4223)
C (-3.1269, -0.4745, 5.2424)
C (-3.1657, 0.3087, 4.0963)
C (-2.1399, 0.2438, 3.1546)
H (-0.2877, -1.9759, 4.6698)
H (-1.9249, -1.9602, 6.2804)
H (-3.9059, -0.4346, 5.9908)
H (-3.9938, 0.9872, 3.9353)
H (-2.1645, 0.8816, 2.2815)
C (1.5000, 4.3881, 0.6242)
S (1.7392, 3.1530, -0.6439)
C (1.2152, 4.0408, -2.1003)
O (0.5280, 2.1359, -0.4095)
H (2.2724, 5.1430, 0.4593)
H (1.6673, 3.9201, 1.5923)
H (0.5081, 4.8289, 0.5462)
H (1.9006, 4.8871, -2.1943)
H (0.1907, 4.3866, -1.9782)
H (1.3340, 3.3888, -2.9628)
C (-3.8916, 0.4171, -3.8022)
C (-4.5226, -0.5421, -2.8103)
C (-3.9788, -0.3553, -1.3949)
S (-2.2330, -0.9051, -1.2889)
O (-1.4950, -0.0514, -0.3028)
C (-2.0710, -2.6904, -0.8872)
C (-2.3429, -3.5461, -2.1182)
C (-1.3352, -3.3174, -3.2290)
H (-4.3262, 0.2809, -4.7905)
H (-2.8127, 0.2382, -3.9029)
H (-4.0477, 1.4565, -3.5118)
H (-4.4120, -1.5799, -3.1285)
H (-5.6014, -0.3789, -2.7161)
H (-4.4822, -0.9452, -0.6207)
H (-3.9104, 0.6969, -1.1062)
H (-2.7813, -2.8295, -0.0647)
H (-1.0392, -2.7657, -0.5317)
H (-3.3673, -3.3965, -2.4616)
H (-2.3139, -4.5768, -1.7479)
H (-1.4598, -2.3275, -3.6880)
H (-1.4703, -4.0478, -4.0248)
H (-0.3088, -3.4129, -2.8708)

Forces on atoms 1 to 6 (eV/Å):
0.4102 0.4776 0.0365
0.1252 -0.0314 0.1471
-0.1746 0.0664 -0.1537
-0.0175 -0.0064 0.0346
0.0639 -0.0165 -0.0679
-0.0571 0.0283 0.0052

Gap between HOMO and LUMO (spin up / spin down) = 6.3118 / 3.3350 eV
Expectation value of S² = 6.03
Energy relative to the best compared isomer or geometry (same formula, charge and spin) = 0.0 kcal per mole
E_LUMO (spin up / spin down) = -12.772 / -15.709 eV
Spin multiplicity = 5
HOMO (spin up / spin down) = -19.0842 / -19.0435 eV
Charge = +4

---

(4)
Formula: C7H16N3O2
Source: the OMol25 dataset
Level of theory: ωB97M-V/def2-TZVPD

Positions of all 28 atoms, in Å:
C (1.3447, 1.5885, 1.4293)
N (0.9927, 0.3256, 0.6442)
C (0.9819, -0.8899, 1.4822)
C (0.8394, -2.0486, 0.6267)
C (-0.5792, -2.1094, 0.0107)
N (-0.5224, -0.8295, -0.7905)
C (-1.6701, -0.5724, -1.6343)
C (-0.3249, 0.4540, 0.0656)
O (-1.3689, 0.6314, 0.9779)
C (-0.3663, 1.7194, -0.8660)
N (0.6886, 1.9707, -1.6190)
O (-1.3089, 2.4538, -0.7305)
H (2.3696, 1.4780, 1.4968)
H (1.0750, 2.4186, 0.8681)
H (0.8490, 1.3841, 2.4087)
H (0.1246, -0.6671, 2.2479)
H (1.9313, -0.8844, 2.0373)
H (1.4648, -2.0328, -0.2224)
H (1.0500, -3.0345, 1.2009)
H (-0.6617, -2.9788, -0.5792)
H (-1.4641, -1.9180, 0.6413)
H (0.3581, -1.0501, -1.2942)
H (-2.5985, -0.2294, -1.0964)
H (-1.4377, 0.3132, -2.2343)
H (-2.0367, -1.3452, -2.4269)
H (-1.9584, 1.5363, 0.8907)
H (1.4932, 1.5319, -1.2641)
H (0.7350, 2.7845, -2.2706)

Forces on atoms 1 to 6 (eV/Å):
-1.7677 -4.2567 0.8820
-0.8173 0.7228 -0.6534
0.0555 3.1409 2.4793
-2.1809 -4.1610 1.7371
0.3295 2.2292 1.8845
-0.4227 -0.8859 -0.4120

Gap between HOMO and LUMO = 10.8240 eV
Structure (SMILES) = CN1CCC[N@@H+](C)[C@]1(O)C(N)=O
Energy relative to the best compared isomer or geometry (same formula, charge and spin) = 20.0 kcal per mole
E_LUMO = -2.717 eV
HOMO = -13.5406 eV
Charge = +1

---

(5)
Formula: C5H13NO2
Source: the OMol25 dataset
Level of theory: ωB97M-V/def2-TZVPD

Positions of all 21 atoms, in Å:
C (-1.3626, 0.1000, -1.5439)
C (-0.4492, 1.1062, -0.8595)
N (-0.0679, 0.5715, 0.4700)
C (-1.1888, 0.5390, 1.3849)
C (1.2180, 0.3622, 0.8201)
C (2.2258, 0.3145, -0.3032)
O (1.5800, 0.0638, 1.9510)
H (-2.4506, 0.1612, -1.4112)
H (-1.4535, 0.2946, -2.6260)
H (-0.9125, -0.8758, -1.5904)
H (-0.8508, 2.1197, -0.8257)
H (0.3744, 1.2780, -1.5631)
H (-1.3170, -0.4736, 1.7853)
H (-2.1983, 0.7893, 1.0405)
H (-1.1701, 1.4290, 2.0514)
H (2.8764, -0.5100, 0.0040)
H (1.9319, -0.0830, -1.2795)
H (2.8509, 1.1724, -0.5001)
O (-0.2156, -2.9700, 0.9892)
H (0.1565, -2.4606, 1.7252)
H (0.4229, -2.9283, 0.2808)

Forces on atoms 1 to 6 (eV/Å):
-0.8777 0.9115 -2.2823
0.1347 -0.5130 -0.6326
-1.1304 1.4985 -1.8880
-0.5287 0.6683 1.2130
0.0047 -0.4166 0.1616
0.9495 -1.6273 -0.6233

Gap between HOMO and LUMO = 10.1459 eV
Structure (SMILES) = CCN(C)C(C)=O.O
Energy relative to the best compared isomer or geometry (same formula, charge and spin) = 40.4 kcal per mole
E_LUMO = 0.702 eV
HOMO = -9.4437 eV

---

(6)
Formula: C4H8N2O3S2
Source: the OMol25 dataset
Level of theory: ωB97M-V/def2-TZVPD

Positions of all 19 atoms, in Å:
C (-2.5787, 0.0472, 0.8294)
C (-3.7387, 0.0428, 1.7034)
C (3.6220, 1.1666, -0.6955)
C (1.7170, -0.6608, -1.5843)
N (0.1905, -2.3782, -2.0721)
N (0.9541, -1.5743, -1.6562)
O (-1.5396, 0.6747, 1.3039)
O (1.1029, 0.9602, 0.4287)
O (2.7417, -0.9237, 0.7021)
S (-2.5297, -0.8066, -0.6375)
S (2.1671, 0.1487, -0.0818)
H (-3.4162, 0.2115, 2.6927)
H (-4.5172, -0.7461, 1.4542)
H (-4.3342, 0.9512, 1.5875)
H (4.1370, 1.4567, 0.1710)
H (4.3434, 0.5875, -1.2751)
H (3.3087, 1.9567, -1.3056)
H (-0.8651, 0.8826, 0.6615)
H (-0.7652, -1.9967, -2.2263)

Forces on atoms 1 to 6 (eV/Å):
0.6753 -1.7302 -2.8041
-2.3595 -0.0360 -0.7261
-1.0087 -1.9529 0.1782
0.7051 1.4984 0.6810
-1.7739 -2.4456 -0.1779
-0.0837 1.6123 -0.7323

Gap between HOMO and LUMO = 8.9450 eV
Energy relative to the best compared isomer or geometry (same formula, charge and spin) = 53.9 kcal per mole
E_LUMO = 0.061 eV
HOMO = -8.8845 eV